(1)
The following is a quantum chemistry calculation of a cluster of 2 separate species, C43H42N4O4S in total, from the OMol25 dataset.

```
94
Properties=species:S:1:pos:R:3:forces:R:3:mulliken_charge:R:1
C 3.245912 -3.301096 0.012374 0.21 0.00 0.02 -1.434
C 1.764496 -3.058803 -0.012338 -0.34 0.23 0.00 0.897
C 0.963398 -3.438290 1.070857 -0.21 -0.04 -0.07 -0.796
C -0.423124 -3.309168 1.019378 -0.13 0.24 -0.13 -0.630
C -1.021844 -2.732797 -0.107937 0.64 0.02 -0.04 -0.211
S -2.789563 -2.735781 -0.316863 -1.86 0.81 1.49 1.734
N -3.495935 -1.612530 0.968494 0.98 -1.22 -1.51 -0.165
C -4.430108 -1.970658 1.729372 1.76 -2.45 0.49 -0.151
O -4.868295 -2.747964 2.550920 1.04 1.61 -1.16 -0.449
O -3.096177 -2.075428 -1.562252 0.72 -0.34 0.77 -0.659
O -3.283523 -4.062024 -0.034674 0.77 0.56 -0.15 -0.612
C -0.225242 -2.291957 -1.173222 -0.31 0.07 0.24 -0.245
C 1.156851 -2.448494 -1.114079 -0.04 -0.15 0.12 -0.882
H 3.644630 -3.350084 -1.005538 -0.02 -0.01 0.18 0.380
H 3.778994 -2.501126 0.541443 -0.10 -0.10 -0.07 0.274
H 3.475329 -4.242108 0.523659 -0.01 0.16 -0.11 0.378
H 1.437857 -3.867913 1.955651 -0.20 0.03 -0.25 0.376
H -1.046085 -3.653843 1.842173 0.10 0.05 -0.13 0.512
H -0.700304 -1.847996 -2.045291 0.07 -0.08 0.20 0.526
H 1.777524 -2.112760 -1.947082 -0.21 -0.13 0.17 0.346
C -6.840134 4.958069 -0.155815 -0.10 0.14 -0.12 -1.669
C -5.991283 3.921899 0.522107 0.25 -0.17 0.16 0.933
C -5.921926 3.871204 1.917322 0.23 -0.22 0.00 -1.347
C -5.193653 2.881115 2.588735 -0.03 0.04 -0.44 0.715
C -5.133162 2.907634 4.084071 -0.28 0.16 0.38 -0.922
C -4.541968 1.899905 1.823327 -0.86 0.48 -1.30 -0.430
N -3.959112 0.761395 2.467337 1.29 -0.33 2.46 1.933
C -4.637009 -0.026140 3.397831 2.12 0.97 -0.06 -1.660
C -5.922298 -0.641921 3.107791 -5.14 -1.51 -0.25 -0.783
C -6.243449 -0.642673 1.630519 -0.77 0.18 1.54 2.861
C -7.221879 0.504960 1.425295 0.17 1.65 -0.57 -1.917
C -6.457950 -1.620626 0.590988 -1.06 -1.39 -0.16 0.687
C -6.563393 -3.033812 0.796871 -0.51 0.67 -0.69 -0.582
C -6.159959 -3.881617 -0.215550 -0.24 0.12 -0.15 -0.338
C -5.768075 -3.346890 -1.448373 -0.47 -0.31 -0.44 -0.565
C -6.030700 -2.010015 -1.750237 -0.43 -0.42 0.04 -0.519
C -6.495129 -1.159945 -0.758229 0.39 -0.08 0.54 -0.739
O -6.703175 -1.000493 3.997685 1.83 0.70 -0.60 -0.686
N -3.753870 -0.418857 4.343979 0.84 1.12 -1.51 1.645
C -3.946110 -0.673364 5.747639 -0.39 -0.98 1.41 -0.224
C -4.650896 -1.812359 6.207562 0.09 0.63 0.01 1.022
C -4.996456 -2.984099 5.369289 -0.30 -0.62 -0.33 -1.706
C -5.018781 -1.887384 7.549840 0.46 0.37 0.35 -1.255
C -4.550253 -0.970481 8.488810 -0.23 0.12 -0.43 0.699
C -4.907467 -1.105161 9.939859 -0.05 0.00 0.22 -1.507
C -3.734691 0.069627 8.040608 -0.03 -0.41 -0.04 -1.011
C -3.396621 0.225001 6.694681 -0.63 -0.14 -0.16 1.362
C -2.486603 1.359690 6.360162 0.56 0.55 0.11 -1.402
N -2.471291 -0.030665 3.944491 -0.72 -0.08 -0.76 -1.497
C -2.618140 0.661746 2.834528 -1.08 -0.24 1.22 0.791
C -1.493036 1.145995 2.061033 1.46 0.61 -0.44 0.622
C -0.345335 0.320446 2.066687 -0.60 0.14 -0.30 -0.855
C 0.680242 0.551817 1.158994 0.01 0.37 -0.06 -0.541
C 0.608219 1.651472 0.291873 -0.15 -0.04 0.19 -0.682
C -0.441977 2.573053 0.405036 0.19 -0.16 0.16 -0.656
C -1.474931 2.347127 1.312124 -0.13 -0.60 0.35 0.205
C -4.535893 1.972867 0.419223 -0.24 0.11 -0.07 0.830
C -3.877551 0.911983 -0.389801 -0.16 -0.39 -0.34 -0.185
C -5.256390 2.993512 -0.217692 0.17 0.02 0.49 -0.931
H -6.821212 4.814394 -1.239927 -0.05 0.09 0.15 0.385
H -7.882688 4.896924 0.182916 0.22 -0.01 -0.07 0.344
H -6.484496 5.971825 0.066647 -0.05 -0.18 -0.05 0.348
H -6.460648 4.617375 2.507979 0.17 -0.23 -0.16 0.401
H -4.102288 2.986238 4.453884 -0.23 -0.12 -0.16 0.036
H -5.674457 3.795214 4.434407 0.15 -0.25 0.04 0.550
H -5.615677 2.030607 4.539998 0.18 0.19 -0.02 0.155
H -8.199291 0.139735 1.056796 0.48 -0.12 0.25 0.427
H -7.436173 1.075195 2.341129 0.19 -0.15 -0.21 0.420
H -6.851086 1.215908 0.677665 -0.44 0.10 0.15 0.068
H -6.969157 -3.389253 1.746589 0.58 0.06 -0.29 0.470
H -6.114762 -4.954690 -0.027312 -0.01 0.25 -0.17 0.349
H -5.348165 -4.001422 -2.210669 -0.09 0.15 0.17 0.307
H -5.865119 -1.630537 -2.759416 -0.09 -0.14 0.25 0.375
H -6.802257 -0.133051 -0.990147 0.54 -0.36 0.13 0.302
H -4.987724 -3.890066 5.989529 0.08 0.23 -0.11 0.649
H -6.009036 -2.880128 4.968115 0.20 -0.06 -0.09 0.246
H -4.312486 -3.129774 4.533822 -0.14 0.05 0.21 0.118
H -5.653524 -2.714539 7.877212 0.32 0.13 -0.13 0.445
H -4.141798 -0.638276 10.568192 -0.15 -0.11 -0.04 0.377
H -5.866930 -0.620696 10.166005 0.18 -0.08 -0.08 0.282
H -4.996884 -2.160925 10.219367 0.02 0.21 -0.01 0.373
H -3.341239 0.783383 8.768777 -0.02 -0.22 -0.26 0.354
H -1.995654 1.686969 7.284742 -0.11 0.01 -0.22 0.504
H -1.708267 1.068893 5.649868 -0.22 0.20 0.26 0.196
H -3.024869 2.229323 5.962676 0.11 -0.22 0.00 0.238
H -0.321826 -0.521719 2.759170 0.00 0.11 -0.36 0.430
H 1.533233 -0.127262 1.127085 -0.24 0.19 -0.04 0.498
H 1.386223 1.804471 -0.458235 -0.21 -0.02 0.25 0.399
H -0.458405 3.468680 -0.220666 0.03 -0.30 0.24 0.422
H -2.275428 3.076399 1.455247 0.24 -0.29 -0.30 0.455
H -4.155283 0.977612 -1.449913 0.13 0.11 0.27 0.539
H -2.784133 0.933890 -0.299195 -0.25 -0.03 -0.10 0.191
H -4.201990 -0.072319 -0.019035 0.19 0.53 -0.34 -0.865
H -5.261324 3.032847 -1.310583 -0.03 -0.06 0.36 0.328
```
Forces are in eV/Å.

LUMO energy in Ha: -0.040
Frontier orbital gap in eV: 4.822
Calculated total energy in hartree: -2581.71444
Energy relative to the best compared isomer or geometry (same formula, charge and spin) in kJ/mol: 519.2

(2)
The following is a quantum chemistry calculation of a structure of composition C43H42NOP2PdSi, from the OMol25 dataset.

```
91
Properties=species:S:1:pos:R:3:forces:R:3:mulliken_charge:R:1
Pd 0.134214 -0.021563 0.258026 -0.57 -0.96 0.16 0.417
C -3.443070 1.440180 -0.574923 0.26 -0.07 0.03 -1.580
Si -1.603143 0.961438 -0.912980 -0.06 0.05 -0.11 0.943
C -0.868059 2.629871 -1.553067 -0.10 -0.05 0.09 -0.020
C -1.605608 3.812407 -1.623595 -0.01 -0.12 -0.03 -0.225
C -0.990135 5.055643 -1.718570 0.02 0.08 -0.02 -0.912
C 0.392000 5.140746 -1.736451 -0.05 0.08 0.00 -0.801
C 1.153276 3.975592 -1.707110 -0.08 -0.07 -0.01 -0.783
C 0.536956 2.730691 -1.620960 0.01 0.17 -0.14 -0.197
P 1.474671 1.145962 -1.688884 0.21 0.19 -0.10 1.108
C 2.098673 0.890218 0.016799 0.32 0.16 -0.18 -2.083
C 2.760284 -0.331181 0.273506 0.12 0.28 -0.02 1.333
C 3.415738 -0.539168 1.486574 -0.01 -0.03 0.13 -1.171
C 3.404162 0.446319 2.459230 0.02 -0.04 -0.04 -0.531
C 2.718805 1.637468 2.236640 -0.04 0.02 0.07 -0.972
C 2.042933 1.850952 1.043226 0.19 0.06 -0.01 0.655
C 3.027776 1.794488 -2.484883 0.14 0.01 0.02 0.038
C 3.021984 1.924690 -3.874620 -0.03 0.02 0.07 -0.335
C 4.143825 2.364798 -4.558032 -0.02 0.00 -0.10 -0.688
C 5.308704 2.665192 -3.864094 0.03 0.02 0.04 -0.473
C 5.336615 2.521086 -2.484622 0.07 0.01 -0.01 -0.827
C 4.208189 2.086996 -1.801391 -0.11 -0.02 -0.05 0.005
C -1.850941 -0.235018 -2.423406 0.00 0.12 0.27 -0.272
C -2.714557 0.090214 -3.475029 0.01 -0.04 -0.11 -0.594
C -3.031944 -0.814166 -4.474521 0.00 0.05 0.00 -0.817
C -2.469498 -2.084785 -4.453249 0.00 -0.07 -0.06 -0.939
C -1.581052 -2.419515 -3.447194 -0.06 0.09 0.01 0.002
C -1.272810 -1.511069 -2.425772 0.00 -0.23 -0.22 -0.457
P -0.025607 -2.015911 -1.150504 -0.41 0.54 0.15 2.083
C -0.767157 -3.506138 -0.375105 -0.03 0.05 0.09 0.744
C -2.050786 -3.994346 -0.611685 0.11 0.03 0.01 -0.720
C -2.524112 -5.099759 0.083182 -0.05 -0.03 0.02 -0.636
C -1.732311 -5.727685 1.032139 -0.02 -0.02 -0.01 -0.509
C -0.467338 -5.224851 1.307685 -0.01 -0.04 0.04 -0.673
C 0.000015 -4.115935 0.622696 -0.04 0.02 -0.01 -0.816
C 1.179597 -2.792157 -2.312721 0.16 -0.06 0.03 0.256
C 1.613678 -2.028592 -3.403879 -0.01 -0.05 0.06 0.218
C 2.605976 -2.490529 -4.249715 0.07 -0.06 -0.03 -0.738
C 3.188226 -3.734049 -4.032770 0.01 0.00 -0.02 -0.571
C 2.760608 -4.505134 -2.964095 0.05 -0.07 0.02 -0.592
C 1.771160 -4.038468 -2.107966 -0.04 0.08 0.01 -0.712
H -3.959249 1.774079 -1.480155 -0.06 0.04 0.02 0.406
H -3.508503 2.238830 0.170499 -0.01 -0.01 0.01 0.302
H -3.976173 0.570966 -0.181602 -0.01 -0.01 -0.02 0.332
H -2.689078 3.759491 -1.585749 0.02 0.04 0.01 0.351
H -1.591691 5.957190 -1.774110 0.01 0.00 0.04 0.369
H 0.878157 6.109178 -1.774077 0.02 -0.02 -0.03 0.393
H 2.233083 4.050283 -1.736352 0.03 -0.02 -0.04 0.443
H 2.866259 -1.042505 -0.536746 -0.06 -0.08 0.04 0.439
H 3.926712 -1.476805 1.671999 0.02 0.01 -0.05 0.394
H 3.931458 0.292913 3.393680 -0.02 -0.02 0.01 0.364
H 2.714888 2.396938 3.010191 -0.03 0.03 -0.03 0.394
H 1.527258 2.786495 0.859508 -0.01 0.00 -0.01 0.497
H 2.110518 1.683908 -4.414604 0.03 0.00 -0.04 0.377
H 4.116494 2.469949 -5.636921 -0.02 -0.01 0.01 0.382
H 6.189250 3.005657 -4.395678 0.00 -0.01 0.00 0.359
H 6.241805 2.753255 -1.934626 0.00 -0.02 -0.01 0.409
H 4.239500 1.979578 -0.723720 0.03 0.01 0.02 0.341
H -3.145470 1.085909 -3.514453 -0.03 -0.01 0.03 0.289
H -3.713492 -0.534540 -5.270813 0.01 0.01 0.00 0.382
H -2.713945 -2.803667 -5.227463 0.02 0.00 0.01 0.367
H -1.111795 -3.396967 -3.456677 -0.01 -0.02 0.01 0.525
H -2.689142 -3.500832 -1.330406 -0.01 0.00 -0.09 0.330
H -3.522146 -5.471617 -0.117824 0.00 0.02 0.00 0.392
H -2.103925 -6.593225 1.567240 0.00 0.01 0.01 0.366
H 0.140991 -5.687901 2.075513 0.03 0.02 -0.02 0.393
H 0.967241 -3.689923 0.868654 -0.01 -0.02 0.03 0.561
H 1.159911 -1.063982 -3.581325 0.00 0.08 -0.01 0.248
H 2.933146 -1.879107 -5.082431 -0.03 0.02 0.01 0.401
H 3.964279 -4.100331 -4.693901 0.00 0.01 0.00 0.347
H 3.200176 -5.481503 -2.793671 -0.01 0.01 0.02 0.382
H 1.446701 -4.656684 -1.280389 0.05 -0.03 -0.06 0.366
O 0.034073 -0.093467 2.930621 -0.17 0.19 0.18 -0.564
C -0.551111 0.784989 3.548350 0.21 -0.28 0.01 -0.058
C -1.486951 1.774740 2.886989 -0.02 -0.02 -0.21 2.074
C -1.344349 3.276242 3.228197 0.16 -0.02 0.05 -0.983
C -0.144071 3.605261 4.118223 -0.15 0.02 0.06 -0.253
C -0.413490 3.268738 5.584601 0.05 -0.10 -0.06 -0.718
C -1.033063 1.872976 5.736951 0.06 0.20 -0.09 -0.830
N -0.401118 0.873632 4.903420 -0.02 0.04 0.17 -0.052
H -2.507207 1.421138 3.066221 0.00 0.00 0.03 0.639
H -1.294064 1.618198 1.821020 -0.07 -0.06 -0.02 -2.216
H -2.252266 3.654980 3.708298 -0.02 -0.01 -0.02 0.434
H -1.241076 3.820101 2.286955 -0.04 -0.03 0.00 0.420
H 0.113725 4.663808 4.036971 0.01 -0.02 -0.04 0.546
H 0.717537 3.037668 3.763155 0.07 0.05 0.00 -0.222
H -1.110005 3.999882 6.007140 0.02 0.00 0.04 0.327
H 0.516706 3.333654 6.156869 -0.02 -0.02 0.01 0.374
H -2.095168 1.918096 5.482698 0.00 0.00 0.04 0.274
H -0.964134 1.548074 6.775164 -0.07 -0.06 -0.01 0.440
H 0.264061 0.235291 5.306163 0.03 -0.05 -0.05 0.310
```
Forces are in eV/Å.

LUMO energy in Ha: 0.096
Frontier orbital gap in eV: 4.937
Calculated total energy in hartree: -2893.94264
Charge: -1
Energy relative to the best compared isomer or geometry (same formula, charge and spin) in kJ/mol: 22.0